75
Properties=species:S:1:pos:R:3:mulliken_charge:R:1 method="wB97M-V/def2-TZVPD" e_lumo_ev=3.961 gap_ev=5.962 homo_ev=-2.00 total_charge=-2
O 8.21 -1.18 1.42 -0.67
H 0.83 2.71 0.68 -0.04
H -3.25 0.99 -3.02 0.28
H 0.18 0.01 3.82 0.50
H -1.33 0.74 3.26 0.38
S 7.48 -1.22 0.17 1.18
C 5.15 -0.47 0.04 0.09
C -3.83 1.42 -0.96 2.32
H -4.94 1.85 0.85 0.36
H 9.29 1.14 -0.85 0.38
Li -1.40 -0.73 -1.70 0.62
C -4.16 1.16 -2.44 -1.74
H -4.79 0.28 -2.55 0.25
C -3.02 2.71 -0.86 -1.77
H 6.05 3.82 -1.75 0.35
H -1.70 -3.00 3.24 0.28
C -3.45 -1.10 -0.45 -0.60
H -1.25 -4.12 1.75 0.30
H -3.59 -5.00 -0.80 0.48
C -0.45 0.17 2.94 -2.11
S 3.48 -0.37 0.17 -0.31
H 1.30 4.67 -2.55 0.33
H 0.35 -2.81 1.46 0.07
N 1.38 2.94 -1.32 0.33
H -1.61 1.23 0.97 0.10
C -2.09 0.31 0.65 0.32
H 1.10 -1.21 1.34 0.08
C 8.23 1.37 -0.89 -0.62
H -2.08 2.61 -1.41 0.18
H -5.73 0.68 -0.21 0.32
I -1.63 -1.63 -4.23 -0.72
C 1.97 3.84 -2.30 -1.06
C 0.67 1.90 -1.76 0.05
C 7.77 2.59 -1.36 -0.35
H -2.80 2.96 0.18 0.30
O 8.05 -2.07 -0.85 -0.67
H -0.94 -4.13 0.01 0.31
C -2.93 -3.40 0.51 2.38
H -3.61 -3.40 2.60 0.23
H -4.68 2.02 -2.87 0.46
H -5.76 2.41 -0.63 0.44
C -1.54 -1.95 3.48 -1.88
H 0.12 0.77 2.23 0.11
C -0.85 -1.19 2.34 2.74
C -3.98 -3.68 1.61 -1.71
H -4.24 -1.47 -1.10 -0.05
C 5.48 1.91 -0.96 -0.13
C 0.99 3.51 -0.04 -0.64
C -1.70 -4.29 0.77 -1.93
N 5.90 -1.50 0.41 -0.56
C -2.66 -1.89 0.43 0.04
H -0.92 -1.91 4.39 0.45
H -4.52 -3.51 -1.00 0.35
H 4.41 2.09 -0.98 0.43
H 2.90 4.25 -1.89 0.30
C -5.15 1.61 -0.19 -1.85
H 1.81 4.15 0.31 0.36
H 0.08 4.12 -0.11 0.32
H 8.47 3.34 -1.70 0.35
H -3.59 3.54 -1.30 0.50
N 0.07 0.99 -2.12 -0.26
H -2.51 -1.50 3.71 0.32
C -1.82 -0.98 1.16 -0.06
H -2.88 -3.61 -1.66 0.27
H 1.06 -2.04 2.88 0.48
C 6.40 2.85 -1.39 -0.55
C -3.08 0.25 -0.34 -0.74
H -2.01 -5.34 0.74 0.53
C -3.52 -3.90 -0.82 -1.93
H -4.89 -3.11 1.42 0.32
H 2.21 3.28 -3.20 0.38
C 7.30 0.44 -0.47 -0.02
C 0.48 -1.86 1.97 -1.50
H -4.24 -4.75 1.63 0.44
C 5.94 0.69 -0.50 0.08